Entry 1:
# C5H12FN2

2 unconnected molecules or ions with the total composition C5H12FN2 (the ωB97M-V functional and the def2-TZVPD basis, the Open Molecules 2025 dataset).

Kohn-Sham gap in eV: 10.377
Strongest force on any atom in eV Å⁻¹: 4.85
Relative energy (zero: lowest compared OMol25 entry of this formula, charge and spin) in kcal/mol: 50.29
Multiplicity: 1
Total charge: +1
Lowest unoccupied orbital energy in Eh: -0.1376

Each line ends with the natural charge from an NBO analysis.
CARTESIAN COORDINATES (ANGSTROEM)
1 C 2.167 -0.165 0.213  0.403
2 C -2.297 -0.426 0.749  -0.623
3 C -1.243 0.379 -1.247  -0.612
4 C 0.022 -0.841 0.616  0.449
5 C -1.047 0.205 0.238  -0.351
6 N 2.611 0.978 0.730  -0.789
7 N 2.790 -1.094 -0.407  -0.738
8 F 0.029 -1.865 -0.163  -0.295
9 H -2.120 -0.478 1.903  0.224
10 H -2.593 -1.404 0.224  0.239
11 H -3.230 0.310 0.664  0.257
12 H -1.428 -0.622 -1.560  0.212
13 H -0.284 0.637 -1.809  0.220
14 H -2.138 0.957 -1.549  0.252
15 H 0.550 -0.903 1.618  0.229
16 H -0.979 1.136 0.740  0.238
17 H 1.849 1.545 1.318  0.436
18 H 3.563 1.342 0.762  0.421
19 H 2.238 -1.848 -0.687  0.417
20 H 3.769 -1.127 -0.586  0.411

=====

Entry 2:
# C5H12FeO3

A molecular structure, C5H12FeO3 (the ωB97M-V functional and the def2-TZVPD basis, the Open Molecules 2025 dataset).

Kohn-Sham gap (alpha / beta) in eV: 3.276 / 7.508
Strongest force on any atom in eV Å⁻¹: 6.63
Relative energy (zero: lowest compared OMol25 entry of this formula, charge and spin) in kcal/mol: 44.20
Multiplicity: 6
Total charge: +1
Lowest unoccupied orbital energy (alpha / beta) in Eh: -0.2200 / -0.2305

Each line ends with the natural charge from an NBO analysis.
CARTESIAN COORDINATES (ANGSTROEM)
1 C 0.974 1.749 -1.495  -0.250
2 H 1.288 0.705 -1.574  0.212
3 H 0.019 1.907 -2.001  0.185
4 H 0.951 2.103 -0.461  0.195
5 O 1.954 2.515 -2.260  -0.497
6 C 2.716 3.335 -1.722  -0.136
7 H 2.478 3.741 -0.729  0.146
8 H 3.646 3.562 -2.253  0.159
9 O 0.655 4.015 -6.208  -0.845
10 C 1.896 3.830 -5.636  -0.106
11 C 2.464 5.170 -5.069  -0.107
12 O 1.413 5.875 -4.404  -0.638
13 C 1.786 7.147 -3.902  -0.262
14 Fe -0.361 5.316 -5.261  1.536
15 H 2.645 3.442 -6.353  0.200
16 H 1.865 3.103 -4.798  0.193
17 H 2.781 5.785 -5.929  0.184
18 H 3.341 5.082 -4.410  0.216
19 H 0.913 7.585 -3.407  0.203
20 H 2.601 7.042 -3.173  0.216
21 H 2.116 7.800 -4.724  0.199

=====

Entry 3:
# C5H12INSi

A single C5H12INSi molecule (the ωB97M-V functional and the def2-TZVPD basis, the Open Molecules 2025 dataset).

Kohn-Sham gap in eV: 9.887
Strongest force on any atom in eV Å⁻¹: 0.77
SMILES: [H]/N=C/C[SiH2]CCCI
Relative energy (zero: lowest compared OMol25 entry of this formula, charge and spin) in kcal/mol: 1.93
Multiplicity: 1
Lowest unoccupied orbital energy in Eh: 0.0212

Each line ends with the natural charge from an NBO analysis.
CARTESIAN COORDINATES (ANGSTROEM)
1 H 1.144 -2.330 1.820  0.341
2 N 0.958 -1.532 1.213  -0.653
3 C 1.780 -1.500 0.256  0.168
4 C 1.721 -0.441 -0.772  -0.929
5 Si 1.178 1.243 -0.115  1.142
6 C -0.529 1.338 0.661  -0.851
7 C -1.726 0.917 -0.214  -0.428
8 C -2.126 -0.549 -0.073  -0.491
9 I -1.748 -1.725 -1.824  0.042
10 H 2.562 -2.250 0.171  0.153
11 H 1.148 -0.769 -1.626  0.271
12 H 2.735 -0.311 -1.142  0.242
13 H 1.330 2.216 -1.219  -0.182
14 H 2.177 1.624 0.915  -0.179
15 H -0.695 2.374 0.933  0.234
16 H -0.546 0.792 1.590  0.248
17 H -1.593 1.185 -1.250  0.211
18 H -2.577 1.494 0.123  0.210
19 H -3.190 -0.612 0.065  0.217
20 H -1.668 -1.002 0.783  0.235

=====

Entry 4:
# C5H12N

A single C5H12N molecule (the ωB97M-V functional and the def2-TZVPD basis, the Open Molecules 2025 dataset).

Kohn-Sham gap (alpha / beta) in eV: 4.648 / 10.589
Strongest force on any atom in eV Å⁻¹: 1.98
Relative energy (zero: lowest compared OMol25 entry of this formula, charge and spin) in kcal/mol: 47.75
Multiplicity: 2
Lowest unoccupied orbital energy (alpha / beta) in Eh: 0.0396 / 0.0295

Each line ends with the natural charge from an NBO analysis.
CARTESIAN COORDINATES (ANGSTROEM)
1 C -1.456 -1.210 0.350  -0.276
2 C -1.087 0.196 0.778  -0.459
3 C 0.297 0.670 0.359  -0.238
4 C 0.580 1.153 -0.843  -0.151
5 C 1.755 2.045 -1.155  -0.644
6 N -0.283 -2.165 0.533  -1.104
7 H -2.263 -1.717 0.869  0.221
8 H -1.670 -1.311 -0.714  0.207
9 H -1.852 0.879 0.413  0.226
10 H -1.094 0.213 1.868  0.220
11 H 0.981 0.789 1.195  0.204
12 H -0.116 1.000 -1.665  0.189
13 H 2.573 1.787 -0.490  0.219
14 H 1.989 1.937 -2.213  0.215
15 H 1.483 3.092 -1.019  0.222
16 H -0.153 -2.413 1.544  0.304
17 H -0.255 -3.153 0.120  0.260
18 H 0.572 -1.793 0.071  0.384

=====

Entry 5:
# C5H12N

A single C5H12N molecule (the ωB97M-V functional and the def2-TZVPD basis, the Open Molecules 2025 dataset).

Kohn-Sham gap (alpha / beta) in eV: 2.343 / 10.404
Strongest force on any atom in eV Å⁻¹: 2.80
Relative energy (zero: lowest compared OMol25 entry of this formula, charge and spin) in kcal/mol: 80.61
Multiplicity: 2
Lowest unoccupied orbital energy (alpha / beta) in Eh: 0.0046 / 0.0208

Each line ends with the natural charge from an NBO analysis.
CARTESIAN COORDINATES (ANGSTROEM)
1 C -1.505 -0.575 0.777  -0.644
2 C -0.522 -0.330 -0.358  -0.101
3 C 0.937 -0.128 0.044  -0.475
4 C 1.088 1.087 0.845  -0.193
5 C 1.693 2.235 0.505  -0.378
6 N -0.634 -1.423 -1.376  -0.684
7 H -1.318 -1.519 1.285  0.202
8 H -2.540 -0.495 0.424  0.213
9 H -1.596 0.206 1.540  0.243
10 H -0.824 0.578 -0.878  0.025
11 H 1.329 -1.019 0.554  0.205
12 H 1.592 -0.074 -0.833  0.201
13 H 0.601 1.271 1.801  0.202
14 H 1.758 3.051 1.211  0.199
15 H 1.972 2.422 -0.530  0.182
16 H -0.104 -1.178 -2.236  0.287
17 H -0.297 -2.408 -1.152  0.141
18 H -1.630 -1.702 -1.622  0.375

=====

Entry 6:
# C5H12N

A single C5H12N molecule (the ωB97M-V functional and the def2-TZVPD basis, the Open Molecules 2025 dataset).

Kohn-Sham gap (alpha / beta) in eV: 4.620 / 9.766
Strongest force on any atom in eV Å⁻¹: 1.71
Relative energy (zero: lowest compared OMol25 entry of this formula, charge and spin) in kcal/mol: 42.31
Multiplicity: 2
Lowest unoccupied orbital energy (alpha / beta) in Eh: 0.0318 / 0.0255

Each line ends with the natural charge from an NBO analysis.
CARTESIAN COORDINATES (ANGSTROEM)
1 C 0.414 0.694 -1.937  -0.613
2 C -0.262 1.401 -0.761  -0.386
3 C -0.975 0.393 0.166  -0.462
4 C -0.142 -0.701 0.726  0.019
5 C -0.182 -2.057 0.450  -0.561
6 N 0.802 -0.303 1.770  -0.827
7 H 0.954 1.384 -2.562  0.209
8 H -0.351 0.236 -2.538  0.203
9 H 1.087 -0.086 -1.578  0.210
10 H -1.049 2.042 -1.157  0.204
11 H 0.423 2.000 -0.173  0.182
12 H -1.450 0.941 1.004  0.203
13 H -1.802 -0.075 -0.366  0.222
14 H 0.367 -2.791 1.040  0.198
15 H -0.936 -2.396 -0.253  0.207
16 H 1.639 -0.843 1.638  0.432
17 H 0.453 -0.518 2.781  0.148
18 H 1.012 0.679 1.749  0.413

=====

Entry 7:
# C5H12N

A gas-phase ion, C5H12N (charge +1) (the ωB97M-V functional and the def2-TZVPD basis, the Open Molecules 2025 dataset).

Kohn-Sham gap in eV: 10.865
Strongest force on any atom in eV Å⁻¹: 3.86
SMILES: CCC/C=C/[NH3+]
Relative energy (zero: lowest compared OMol25 entry of this formula, charge and spin) in kcal/mol: 56.33
Multiplicity: 1
Total charge: +1
Lowest unoccupied orbital energy in Eh: -0.1411

Each line ends with the natural charge from an NBO analysis.
CARTESIAN COORDINATES (ANGSTROEM)
1 C -2.006 -1.490 1.016  -0.624
2 C -1.213 -1.703 -0.349  -0.399
3 C -0.757 -0.383 -1.062  -0.432
4 C 0.254 0.432 -0.138  -0.107
5 C 1.377 1.126 -0.431  -0.091
6 N 2.202 1.901 0.637  -0.712
7 H -1.464 -1.783 1.893  0.216
8 H -2.856 -2.136 0.933  0.232
9 H -2.360 -0.498 1.113  0.203
10 H -1.889 -2.169 -1.053  0.226
11 H -0.277 -2.390 -0.242  0.216
12 H -1.567 0.370 -1.271  0.246
13 H -0.302 -0.733 -2.141  0.249
14 H 0.125 0.589 0.932  0.196
15 H 1.880 1.262 -1.409  0.229
16 H 2.354 2.951 0.366  0.462
17 H 3.228 1.621 0.690  0.451
18 H 1.789 1.724 1.511  0.438

=====

Entry 8:
# C5H12N

A gas-phase ion, C5H12N (charge +1) (the ωB97M-V functional and the def2-TZVPD basis, the Open Molecules 2025 dataset).

Kohn-Sham gap in eV: 12.667
Strongest force on any atom in eV Å⁻¹: 4.41
SMILES: C=C[N+](C)(C)C
Relative energy (zero: lowest compared OMol25 entry of this formula, charge and spin) in kcal/mol: 82.77
Multiplicity: 1
Total charge: +1
Lowest unoccupied orbital energy in Eh: -0.1095

Each line ends with the natural charge from an NBO analysis.
CARTESIAN COORDINATES (ANGSTROEM)
1 C 2.497 0.029 0.081  -0.358
2 C 1.413 -0.660 -0.144  0.028
3 N -0.161 -0.078 -0.027  -0.242
4 C -0.274 1.329 -0.444  -0.412
5 C -0.835 -0.150 1.295  -0.417
6 C -1.172 -0.949 -0.798  -0.431
7 H 3.348 -0.559 -0.120  0.264
8 H 2.478 1.030 0.566  0.249
9 H 1.220 -1.565 -0.568  0.209
10 H -1.248 1.461 -0.707  0.223
11 H 0.180 2.090 0.181  0.245
12 H 0.177 1.362 -1.365  0.224
13 H -0.734 -1.046 1.777  0.232
14 H -0.220 0.460 1.903  0.217
15 H -1.948 0.275 1.272  0.245
16 H -1.173 -2.059 -0.501  0.261
17 H -2.138 -0.697 -0.548  0.227
18 H -1.093 -0.637 -1.893  0.238

=====

Entry 9:
# C5H12N

A gas-phase ion, C5H12N (charge +1) (the ωB97M-V functional and the def2-TZVPD basis, the Open Molecules 2025 dataset).

Kohn-Sham gap in eV: 10.072
Strongest force on any atom in eV Å⁻¹: 1.50
SMILES: C=C(C)CC[NH3+]
Relative energy (zero: lowest compared OMol25 entry of this formula, charge and spin) in kcal/mol: 29.61
Multiplicity: 1
Total charge: +1
Lowest unoccupied orbital energy in Eh: -0.1298

Each line ends with the natural charge from an NBO analysis.
CARTESIAN COORDINATES (ANGSTROEM)
1 C 1.137 -1.407 0.595  -0.402
2 C 0.809 -0.120 0.423  -0.008
3 C 0.932 0.896 1.529  -0.674
4 C 0.456 0.452 -0.945  -0.474
5 C -1.032 0.671 -1.045  -0.220
6 N -1.798 -0.532 -0.570  -0.690
7 H 1.561 -2.109 -0.117  0.229
8 H 1.078 -1.818 1.603  0.214
9 H 1.391 0.470 2.426  0.246
10 H 0.051 1.411 1.887  0.224
11 H 1.727 1.582 1.211  0.246
12 H 0.852 -0.151 -1.772  0.238
13 H 0.959 1.421 -0.987  0.252
14 H -1.455 0.996 -1.992  0.247
15 H -1.230 1.463 -0.309  0.228
16 H -1.210 -1.061 0.099  0.461
17 H -2.113 -1.166 -1.301  0.442
18 H -2.648 -0.300 -0.051  0.443

=====

Entry 10:
# C5H12N2

A single C5H12N2 molecule (the ωB97M-V functional and the def2-TZVPD basis, the Open Molecules 2025 dataset).

Kohn-Sham gap in eV: 9.769
Strongest force on any atom in eV Å⁻¹: 4.06
SMILES: C=C(CC)CNN
Relative energy (zero: lowest compared OMol25 entry of this formula, charge and spin) in kcal/mol: 72.31
Multiplicity: 1
Lowest unoccupied orbital energy in Eh: 0.0350

Each line ends with the natural charge from an NBO analysis.
CARTESIAN COORDINATES (ANGSTROEM)
1 C 0.173 1.398 -1.282  -0.398
2 C 0.322 0.156 -0.874  -0.011
3 C 1.604 -0.334 -0.317  -0.435
4 C 1.738 0.018 1.136  -0.573
5 C -0.910 -0.615 -0.896  -0.281
6 N -2.019 -0.106 -0.069  -0.457
7 N -2.084 -0.408 1.363  -0.703
8 H -0.777 1.777 -1.578  0.185
9 H 0.989 2.061 -1.461  0.196
10 H 1.694 -1.405 -0.307  0.206
11 H 2.444 0.078 -0.897  0.211
12 H 0.727 -0.249 1.587  0.180
13 H 1.795 1.126 1.252  0.214
14 H 2.475 -0.584 1.589  0.212
15 H -1.463 -0.404 -1.944  0.219
16 H -0.889 -1.656 -0.600  0.210
17 H -1.899 0.926 -0.127  0.338
18 H -2.791 -1.102 1.640  0.360
19 H -1.129 -0.677 1.784  0.327

=====

Entry 11:
# C5H12N2

A single C5H12N2 molecule (the ωB97M-V functional and the def2-TZVPD basis, the Open Molecules 2025 dataset).

Kohn-Sham gap in eV: 8.725
Strongest force on any atom in eV Å⁻¹: 2.40
SMILES: C=C(N)C[C@@H](C)N
Relative energy (zero: lowest compared OMol25 entry of this formula, charge and spin) in kcal/mol: 37.87
Multiplicity: 1
Lowest unoccupied orbital energy in Eh: 0.0380

Each line ends with the natural charge from an NBO analysis.
CARTESIAN COORDINATES (ANGSTROEM)
1 C 1.331 1.452 -1.644  -0.569
2 C 0.939 0.369 -0.941  0.214
3 N 1.619 -0.835 -1.024  -0.825
4 C -0.530 0.176 -0.515  -0.460
5 C -0.725 -0.547 0.833  -0.050
6 C -0.172 0.284 1.984  -0.637
7 N -2.216 -0.748 0.907  -0.835
8 H 1.957 1.242 -2.516  0.194
9 H 1.049 2.474 -1.371  0.210
10 H 2.487 -0.877 -1.524  0.392
11 H 1.160 -1.649 -0.668  0.383
12 H -1.094 -0.442 -1.246  0.235
13 H -0.990 1.131 -0.705  0.225
14 H -0.338 -1.564 0.768  0.179
15 H -0.203 1.354 1.757  0.212
16 H -0.828 0.041 2.819  0.209
17 H 0.877 0.047 2.209  0.220
18 H -2.630 0.170 1.020  0.350
19 H -2.425 -1.340 1.701  0.353

=====

Entry 12:
# C5H12N2

A single C5H12N2 molecule (the ωB97M-V functional and the def2-TZVPD basis, the Open Molecules 2025 dataset).

Kohn-Sham gap in eV: 9.311
Strongest force on any atom in eV Å⁻¹: 6.27
SMILES: C/C=C(/C)N(C)N
Relative energy (zero: lowest compared OMol25 entry of this formula, charge and spin) in kcal/mol: 70.08
Multiplicity: 1
Lowest unoccupied orbital energy in Eh: 0.0362

Each line ends with the natural charge from an NBO analysis.
CARTESIAN COORDINATES (ANGSTROEM)
1 C -2.274 0.601 -0.781  -0.655
2 C -1.488 -0.397 -0.021  -0.181
3 C -0.261 -0.600 0.330  0.152
4 C 0.442 -1.601 1.168  -0.665
5 N 0.666 0.496 -0.464  -0.330
6 C 1.997 0.038 -0.785  -0.415
7 N 0.742 1.776 0.131  -0.665
8 H -2.649 1.398 -0.135  0.221
9 H -3.128 0.114 -1.250  0.224
10 H -1.650 1.031 -1.563  0.233
11 H -2.074 -1.097 0.798  0.170
12 H -0.270 -2.089 1.830  0.228
13 H 0.932 -2.355 0.553  0.229
14 H 1.210 -1.104 1.764  0.220
15 H 2.490 0.804 -1.389  0.213
16 H 1.929 -0.883 -1.362  0.194
17 H 2.630 -0.146 0.098  0.153
18 H -0.103 2.299 -0.070  0.350
19 H 0.860 1.715 1.147  0.323

=====

Entry 13:
# C5H12N2

A single C5H12N2 molecule (the ωB97M-V functional and the def2-TZVPD basis, the Open Molecules 2025 dataset).

Kohn-Sham gap in eV: 9.859
Strongest force on any atom in eV Å⁻¹: 2.30
SMILES: [H]/N=C\NCCCC
Relative energy (zero: lowest compared OMol25 entry of this formula, charge and spin) in kcal/mol: 23.20
Multiplicity: 1
Lowest unoccupied orbital energy in Eh: 0.0370

Each line ends with the natural charge from an NBO analysis.
CARTESIAN COORDINATES (ANGSTROEM)
1 H -2.463 0.548 -3.102  0.327
2 N -2.893 0.906 -2.260  -0.704
3 C -2.185 0.894 -1.205  0.294
4 N -0.987 0.328 -0.952  -0.636
5 C -0.790 -0.426 0.302  -0.221
6 C 0.510 -1.223 0.288  -0.404
7 C 1.744 -0.261 0.300  -0.397
8 C 1.809 0.652 1.495  -0.619
9 H -2.595 1.449 -0.361  0.156
10 H -0.455 -0.114 -1.687  0.376
11 H -1.619 -1.159 0.311  0.178
12 H -1.023 0.113 1.217  0.203
13 H 0.619 -1.810 1.202  0.213
14 H 0.510 -1.901 -0.560  0.204
15 H 2.632 -0.885 0.188  0.202
16 H 1.702 0.273 -0.658  0.197
17 H 0.912 1.267 1.563  0.209
18 H 1.826 0.142 2.455  0.203
19 H 2.747 1.208 1.464  0.219